The following is a quantum chemistry calculation of a cluster of 2 separate species, C3H10N2O in total, from the Open Molecules 2025 dataset.

Properties
**Relative energy (zero: lowest compared OMol25 entry of this formula, charge and spin)**: 65.5 kcal/mol
**Spin multiplicity**: 1
**LUMO energy**: 0.85 eV
**HOMO energy**: -0.3403 hartree
**Charge**: 0
**Strongest force on any atom**: 0.080 hartree/bohr
**Frontier orbital gap**: 10.1 eV

Geometry (Å):
C -1.218 1.664 1.545
C -1.125 0.990 0.179
N 0.417 0.921 -0.143
C 1.025 -0.298 0.384
N 2.130 -0.918 0.183
H -1.729 1.102 2.400
H -1.623 2.655 1.498
H -0.197 1.676 1.941
H -1.436 -0.054 0.047
H -1.734 1.563 -0.561
H 0.755 1.937 -0.078
H 0.451 -0.518 1.425
H 2.101 -1.763 0.783
H -0.422 -1.413 -2.657
H -0.180 -2.213 -1.234
O -0.738 -2.140 -2.062